Computed, not measured: a gas-phase ion, C5H8N3O2 (charge +1), with ωB97M-V/def2-TZVPD.

Computed properties:
HOMO = -15.93 eV
Total charge = +1
Electronic energy = -509.6541 a.u.
Energy relative to the best compared isomer or geometry (same formula, charge and spin) = 111.3 kcal/mol
Lowest unoccupied orbital energy = -6.88 eV
SMILES = CC1=N[C@H](C)[NH+]=C1[N+](=O)[O-]
Spin multiplicity = 1

Positions of all 18 atoms, in Å:
C1 2.30138 -0.59302 -0.93785
C2 0.94550 -0.49137 -0.36436
N1 -0.11243 -1.23024 -0.67340
C3 -1.28034 -0.79346 0.20735
C4 -2.36847 -0.13857 -0.82056
N2 -0.79584 0.20086 1.01105
C5 0.48878 0.43831 0.74582
N3 1.09634 1.57204 1.47687
O1 2.25367 1.74631 1.26499
O2 0.31820 2.15664 2.19843
H1 2.25811 -0.82055 -2.00599
H2 2.87496 -1.40060 -0.54115
H3 2.87574 0.34685 -0.84414
H4 -1.78017 -1.72110 0.64390
H5 -3.20329 0.31763 -0.32271
H6 -2.77666 -1.00237 -1.43119
H7 -1.81964 0.63414 -1.28863
H8 -1.27585 0.77849 1.68157